Below is a molecular structure, C27H32AlN5O7S2, with properties calculated with ωB97M-V with the def2-TZVPD basis set.

Last column: Löwdin charge in e.
Atoms and positions in Å:
Al: 0.73666 -2.28432 0.50894  0.133
N: 1.71277 -2.71985 -1.44558  0.014
C: 3.16245 -2.61941 -1.36179  -0.147
C: 3.59204 -2.84246 0.09155  -0.534
O: 4.75075 -3.18135 0.35062  -0.012
N: 2.60139 -2.59055 0.94596  0.005
C: 2.80898 -2.79726 2.35891  -0.106
C: 1.46651 -3.17375 3.00349  -0.584
O: 1.42505 -3.53259 4.17028  0.020
O: 0.44414 -3.05481 2.21225  -0.022
H: 1.38470 -3.67871 -1.46805  0.093
H: 1.29266 -2.24263 -2.24054  0.050
H: 3.45940 -1.60844 -1.65450  0.114
H: 3.71358 -3.31421 -1.99981  0.113
H: 3.14739 -1.88000 2.86061  0.125
H: 3.56363 -3.55749 2.56384  0.121
O: 0.97519 -0.32438 -3.31573  -0.539
S: 0.91002 0.33605 -1.97441  0.894
C: 1.78189 1.94306 -2.15085  -0.291
C: 0.79476 3.05917 -1.82955  -0.221
C: -0.55304 2.56870 -2.35192  -0.229
C: -0.69893 1.15970 -1.79796  -0.304
H: 2.08374 1.94271 -3.20018  0.092
H: 2.66945 1.95314 -1.52143  0.074
H: 1.11260 4.00942 -2.25805  0.120
H: 0.74342 3.20522 -0.74701  0.090
H: -0.54046 2.53329 -3.44504  0.112
H: -1.37928 3.21234 -2.04663  0.111
H: -1.41920 0.50801 -2.29030  0.093
H: -0.91716 1.14704 -0.72662  0.084
O: 3.47696 7.69954 1.13439  -0.373
S: 2.52610 6.95776 0.32334  0.386
O: 3.12083 6.01663 -0.60598  -0.378
O: 1.44016 7.75287 -0.22687  -0.373
C: 1.66751 5.91320 1.55021  -0.343
N: 1.03382 6.55182 2.53643  0.116
C: 0.38736 5.79682 3.40765  -0.129
C: 0.33833 4.41244 3.32214  -0.006
C: 1.03064 3.84654 2.26254  -0.225
N: 1.69874 4.59763 1.38703  0.163
C: 1.05583 2.38024 2.00437  -0.146
C: 2.08898 1.84048 1.24666  -0.002
C: 2.05263 0.49087 0.94782  -0.120
N: 1.03083 -0.29495 1.29199  0.054
C: 0.06569 0.20598 2.06056  -0.075
C: 0.05589 1.52986 2.46194  0.011
H: -0.12156 6.31562 4.21551  0.103
H: -0.19599 3.82314 4.05301  0.100
H: 2.88697 2.47498 0.88760  0.122
H: 2.84526 0.01625 0.38360  0.115
H: -0.73969 -0.47551 2.29724  0.101
H: -0.76939 1.88851 3.06116  0.109
C: -2.30831 -4.17296 0.68185  -0.068
C: -2.31499 -2.73116 0.11238  -0.587
C: -2.90083 -1.85430 1.24251  -0.097
C: -0.92512 -2.29525 -0.33646  -0.141
C: -3.25860 -2.73400 -1.09152  -0.180
C: -2.90879 -3.48109 -2.22379  -0.049
C: -3.71721 -3.52737 -3.34452  -0.104
C: -4.91364 -2.81577 -3.38149  -0.134
C: -5.27736 -2.06909 -2.27488  -0.116
C: -4.46178 -2.03501 -1.14591  -0.045
H: -1.58448 -4.23170 1.49451  0.062
H: -2.00739 -4.88286 -0.08999  0.065
H: -3.29599 -4.46580 1.06124  0.073
H: -2.23024 -1.94041 2.09954  0.062
H: -3.89725 -2.17016 1.57958  0.067
H: -2.94071 -0.80451 0.93927  0.073
H: -0.96908 -1.80941 -1.31837  -0.011
H: -1.95840 -3.99974 -2.19972  0.102
H: -3.41004 -4.11378 -4.20367  0.089
H: -5.54378 -2.84098 -4.26286  0.083
H: -6.20159 -1.50128 -2.28219  0.087
H: -4.77548 -1.43972 -0.29836  0.089

Summary:
Highest occupied orbital energy in eV: -0.7
Gap between HOMO and LUMO in Ha: 0.158
Total charge: -2

=====

Below is a molecular structure, C27H32AsCl2N6O7Rb, with properties calculated with ωB97M-V with the def2-TZVPD basis set.

Last column: Löwdin charge in e.
Atoms and positions in Å:
Rb: -0.36568 -1.44399 0.62518  0.843
O: -1.20271 2.17059 -1.20382  0.101
C: -0.65460 1.03411 -1.60125  -0.529
O: 0.40553 0.58461 -1.21759  -0.039
C: -1.50553 0.25304 -2.58947  -0.131
O: -1.67132 -1.04363 -2.05521  -0.197
C: -3.00089 -1.55287 -2.20402  -0.130
C: -3.28628 -2.76626 -1.28511  -0.725
O: -4.18746 -3.50811 -1.71299  -0.055
O: -2.64404 -2.83235 -0.21340  -0.159
H: -0.64404 2.66134 -0.50019  0.076
H: -0.97158 0.21882 -3.54975  0.133
H: -2.46409 0.75336 -2.74127  0.121
H: -3.17942 -1.83360 -3.24616  0.117
H: -3.71611 -0.76912 -1.92428  0.124
Cl: 0.20593 6.57359 0.77676  0.630
C: 1.34661 5.32387 1.20952  -0.593
C: 2.60844 5.71993 1.67038  -0.164
C: 3.54154 4.79318 2.01596  -0.625
Cl: 5.11438 5.32655 2.57638  0.618
C: 3.25505 3.40674 1.92560  -0.184
C: 4.17585 2.38755 2.25437  -0.046
C: 3.80806 1.08215 2.11739  -0.044
C: 2.50281 0.78554 1.67242  -0.120
N: 1.61679 1.70579 1.38088  0.143
C: 1.97213 3.01082 1.47792  -0.125
C: 0.95926 3.98924 1.07019  -0.387
O: -0.19047 3.62869 0.65118  -0.132
H: 2.83281 6.77560 1.74354  0.093
H: 5.16295 2.65917 2.60298  0.078
H: 4.48488 0.27053 2.34832  0.101
H: 2.21466 -0.25564 1.52724  0.064
C: -3.01942 3.82659 2.43901  -0.021
C: -2.75412 2.38140 2.69884  -0.306
C: -3.47778 1.41763 3.37206  -0.005
C: -2.72594 0.23720 3.21799  -0.371
N: -1.62009 0.46574 2.52607  0.015
N: -1.66247 1.76845 2.21985  0.041
C: -3.03513 -1.14730 3.68882  -0.033
H: -3.53188 4.28014 3.28771  0.071
H: -3.64772 3.95443 1.55499  0.080
H: -2.09266 4.36274 2.24678  0.061
H: -4.41601 1.54366 3.88760  0.095
H: -0.93575 2.20682 1.65316  0.104
H: -3.86013 -1.14143 4.40192  0.068
H: -2.16548 -1.58655 4.17826  0.077
H: -3.31555 -1.79113 2.85227  0.077
C: 4.56340 -3.23493 0.19467  -0.189
C: 4.26703 -2.61776 -1.16757  -0.460
As: 2.36335 -2.10960 -1.25008  1.193
C: 1.53590 -3.89684 -1.34878  -0.434
C: 2.15972 -4.91242 -2.29244  -0.167
C: 2.17677 -1.56153 -3.14595  -0.432
C: 3.32509 -1.87224 -4.09596  -0.190
H: 5.61722 -3.50802 0.29502  0.061
H: 3.96579 -4.13287 0.36529  0.055
H: 4.30692 -2.54974 1.00434  0.052
H: 4.53802 -3.29844 -1.97752  0.046
H: 4.84334 -1.70096 -1.31672  0.056
H: 0.49814 -3.69905 -1.63655  0.062
H: 1.50124 -4.26930 -0.32226  0.042
H: 2.17218 -4.54627 -3.32140  0.051
H: 1.59952 -5.85114 -2.28696  0.066
H: 3.18877 -5.14878 -2.01323  0.056
H: 1.98934 -0.48790 -3.10281  0.041
H: 1.24452 -2.01677 -3.49151  0.063
H: 4.25208 -1.39222 -3.77530  0.058
H: 3.10953 -1.51367 -5.10753  0.060
H: 3.52730 -2.94209 -4.16377  0.047
O: 1.64488 -2.79988 2.01281  -0.307
N: 1.87086 -3.99277 2.34759  -0.078
C: 1.92002 -4.27444 3.65347  -0.339
C: 1.72723 -3.27562 4.65504  -0.218
N: 1.57579 -2.48677 5.48140  0.130
C: 2.19767 -5.61676 4.02391  -0.234
N: 2.43045 -6.70094 4.34311  0.099

Summary:
Highest occupied orbital energy in eV: -3.1
Gap between HOMO and LUMO in Ha: 0.253
Total charge: -2

=====

Below is a molecular structure, C27H32CaClF4N6O5S2 at a distorted geometry, with properties calculated with ωB97M-V with the def2-TZVPD basis set.

Last column: Löwdin charge in e.
Atoms and positions in Å:
Ca: -0.40345 0.13245 -0.38852  1.246
C: 2.98414 -0.03538 1.96121  -0.098
N: 1.73530 -0.21840 2.67233  -0.271
C: 1.93381 -0.08944 4.09626  -0.115
C: 1.08688 -1.46787 2.30542  -0.207
C: -0.39598 -1.53118 2.64415  -0.246
N: -1.14135 -0.57031 1.84999  -0.083
C: -2.47691 -0.56539 1.96292  -0.245
C: -3.21029 0.42656 1.25219  -0.159
F: -2.49210 1.31238 0.50769  -0.003
C: -4.57361 0.55695 1.27475  -0.236
F: -5.13684 1.55466 0.56791  0.077
C: -5.37983 -0.29656 2.01236  0.025
C: -4.70836 -1.27753 2.71401  -0.240
F: -5.42064 -2.16547 3.44548  0.060
C: -3.33739 -1.42105 2.70400  -0.161
F: -2.83139 -2.46358 3.41883  0.038
H: 3.73172 -0.80796 2.21760  0.088
H: 3.40755 0.94038 2.21298  0.081
H: 2.82082 -0.07543 0.88355  0.062
H: 2.63692 -0.84736 4.49007  0.083
H: 0.99158 -0.19596 4.63376  0.072
H: 2.33890 0.89891 4.32561  0.078
H: 1.59498 -2.32771 2.78609  0.125
H: 1.22695 -1.60772 1.22869  0.086
H: -0.53653 -1.36711 3.72217  0.106
H: -0.70481 -2.57333 2.47856  0.089
H: -6.45304 -0.20007 2.03575  0.118
N: -0.58534 0.52145 -4.90093  0.049
C: -0.73332 0.88597 -3.58662  -0.912
S: -2.13699 0.34206 -2.75273  0.524
N: 0.25427 1.67710 -3.17120  -0.015
N: 0.17213 1.98026 -1.85687  -0.068
C: 1.00423 2.83498 -1.37649  -0.200
C: 2.08152 3.52084 -2.13849  -0.173
C: 1.85582 4.10977 -3.38128  -0.031
C: 2.89180 4.73245 -4.06067  -0.089
C: 4.17088 4.76183 -3.52184  -0.105
C: 4.40803 4.16794 -2.29072  -0.088
C: 3.36842 3.55813 -1.60465  -0.038
C: 0.86881 3.12494 0.08321  -0.210
C: 1.24208 4.36275 0.60372  -0.018
C: 1.03789 4.61157 1.94794  -0.068
C: 0.46499 3.62934 2.73991  -0.062
C: 0.12652 2.42474 2.14667  -0.129
N: 0.33162 2.17152 0.85595  0.047
H: -1.10610 -0.29867 -5.16164  0.062
H: 0.37241 0.55474 -5.21842  0.087
H: 0.86740 4.06776 -3.81419  0.107
H: 2.69838 5.18697 -5.02449  0.097
H: 4.98001 5.23743 -4.06210  0.093
H: 5.40375 4.17103 -1.86535  0.097
H: 3.56151 3.08666 -0.64847  0.118
H: 1.67086 5.11080 -0.04769  0.114
H: 1.31223 5.57107 2.36986  0.103
H: 0.27782 3.78389 3.79365  0.098
H: -0.32422 1.60886 2.69646  0.095
C: -1.40576 -5.48621 1.03412  -0.133
C: -0.79867 -4.49380 0.05335  -0.378
S: -1.88169 -3.07644 -0.15164  0.965
O: -1.02203 -1.98078 -0.71627  -0.693
C: -2.87093 -3.60818 -1.55627  -0.372
C: -2.08274 -3.66216 -2.85563  -0.126
H: -0.69444 -6.28682 1.23724  0.074
H: -2.31534 -5.94294 0.63937  0.067
H: -1.66222 -5.00316 1.97806  0.065
H: -0.58624 -4.93655 -0.91902  0.087
H: 0.12978 -4.05066 0.41760  0.081
H: -3.66416 -2.86097 -1.61670  0.088
H: -3.32662 -4.55970 -1.26791  0.085
H: -1.53178 -2.73201 -2.99279  0.040
H: -2.77527 -3.78084 -3.68977  0.077
H: -1.37619 -4.49173 -2.87941  0.069
O: 1.07311 -1.81408 -2.99401  -0.335
Cl: 2.01671 -1.68116 -1.91923  0.683
O: 3.34966 -1.50374 -2.41125  -0.323
O: 1.94875 -2.81043 -1.02127  -0.349
O: 1.65162 -0.45334 -1.13694  -0.526

Summary:
Highest occupied orbital energy in eV: -4.4
Gap between HOMO and LUMO in Ha: 0.249
Total charge: -1

=====

> What is the highest occupied orbital energy in the first record?

-0.7 eV

=====

> What is the total charge in the second record?

-2

=====

> Look up the total charge of the first one.

-2

=====

> Look up the gap between HOMO and LUMO of the third one.

0.249 Ha